No. 1
A cluster of 3 separate species, C4H14N2O2 in total, computed with ωB97M-V/def2-TZVPD.

```
22
Properties=species:S:1:pos:R:3:forces:R:3
C -1.753428 -2.009858 0.402106 -0.444 0.492 0.453
C -0.984056 -1.148411 -0.583108 0.079 1.039 -0.290
C 0.418271 -0.752205 -0.153698 0.637 1.654 2.227
N 1.594024 -1.206819 -0.875371 -4.811 -1.680 -0.707
C 0.414829 0.072389 0.957807 -0.124 -1.075 0.272
N 1.419178 0.844154 1.629523 0.776 -0.699 -0.921
H -1.723796 -1.707608 1.462449 0.071 0.382 -0.528
H -1.342796 -3.030669 0.421741 -0.702 0.127 -0.406
H -2.780563 -1.825479 0.037011 0.094 -1.274 0.539
H -1.592314 -0.178620 -0.825860 1.061 -1.886 0.327
H -0.940923 -1.766467 -1.479142 0.080 0.284 -0.374
H 1.199155 -1.405326 -1.832111 1.326 0.294 1.117
H 2.252558 -0.511499 -0.896873 2.160 2.016 -0.346
H -0.446458 0.095970 1.649309 -0.332 -0.057 -1.483
H 1.006935 1.309941 2.410819 -0.097 0.229 0.319
H 2.219393 0.319937 1.956304 0.150 -0.069 -0.111
O -1.587378 2.394510 -0.356079 0.215 -1.057 2.470
H -1.661924 2.667539 -1.222546 -0.590 1.421 -2.963
H -0.914702 1.719015 -0.464497 0.363 -0.274 0.573
O 1.648206 2.069399 -1.111059 3.359 3.506 -1.333
H 1.218610 1.470827 -0.574384 -1.203 -1.794 2.339
H 2.337180 2.579278 -0.552341 -2.070 -1.579 -1.175
```
Positions in Å, forces in eV/Å.

* multiplicity: 1
* E_tot: -420.73038 hartree
* energy relative to the best compared isomer or geometry (same formula, charge and spin): 46.9 kcal per mole
* HOMO: -0.2903 Eh
* LUMO level: 0.8 eV

Atomic partial charges in e from the Löwdin method, atoms 1 to 5:
1. C -0.11
2. C -0.24
3. C -0.33
4. N 0.10
5. C -0.20

=====

No. 2
A structure of composition C13H15Cl2IKN2O6P2S, computed with ωB97M-V/def2-TZVPD.

```
43
Properties=species:S:1:pos:R:3:forces:R:3
K 0.252957 -0.383211 -0.137784 1.127 1.025 -0.919
N -1.321020 -2.655203 3.430587 0.290 0.137 -0.097
C -1.910803 -1.641283 2.469555 0.234 0.460 -0.228
C -3.343326 -1.340591 2.856357 0.015 -0.036 -0.066
P -0.833952 -0.146083 2.647933 -0.056 -0.159 1.155
O -0.920947 -0.114057 4.326613 0.068 0.450 -0.339
O -1.441998 1.097475 2.126032 -0.162 -0.139 -0.064
O 0.551043 -0.556668 2.280675 0.159 -0.206 0.755
P -1.871037 -2.471264 0.721725 -0.450 -1.001 0.744
O 0.664376 -3.207870 1.683382 -0.173 -0.134 0.325
O -1.959610 -1.342045 -0.258909 -0.947 0.097 -0.352
O -0.151561 -2.695849 0.623828 0.194 -0.635 -0.437
H -1.118115 -2.176206 4.313338 -0.116 -0.113 0.069
H -0.421771 -2.999916 3.000936 -0.228 0.008 0.022
H -1.952239 -3.440074 3.570913 -0.042 -0.041 0.001
H -3.417898 -1.016431 3.897359 -0.026 0.020 0.001
H -3.991136 -2.210640 2.700332 0.002 -0.002 -0.018
H -3.697186 -0.527617 2.221323 -0.050 -0.022 0.029
H -1.067223 0.813235 4.566269 -0.014 -0.273 0.072
H 1.163522 -2.388938 1.881128 -0.037 0.154 0.079
Cl 0.931319 -0.318487 -2.943216 0.006 0.030 -0.529
C 2.617753 -0.370449 -3.365886 0.382 -0.042 -0.002
C 2.927064 -0.376155 -4.712900 -0.125 0.008 -0.059
C 4.248222 -0.407549 -5.126710 0.057 -0.001 -0.029
C 5.250086 -0.429761 -4.167220 -0.005 0.005 -0.011
C 4.924037 -0.425347 -2.825208 -0.316 -0.003 -0.068
Cl 6.239160 -0.452034 -1.691274 0.141 -0.007 0.052
C 3.589592 -0.402876 -2.336085 0.126 -0.008 -0.183
S 3.213184 -0.413412 -0.667965 0.178 0.055 0.227
H 2.120068 -0.356044 -5.434125 0.009 0.000 0.000
H 4.494751 -0.415266 -6.180340 -0.004 0.005 0.002
H 6.293698 -0.450921 -4.452274 -0.002 -0.002 -0.006
I -4.939135 2.636141 0.421068 0.214 -0.014 -0.050
C -2.938962 2.853262 -0.177159 -0.255 0.120 0.013
C -2.327489 4.090962 -0.125044 0.080 -0.054 -0.012
C -0.994510 4.171915 -0.503934 -0.057 0.011 0.035
C -0.351026 3.015389 -0.915249 -0.006 0.067 -0.021
N -0.957781 1.834719 -0.979288 -0.094 0.236 -0.161
C -2.229640 1.746222 -0.614383 -0.173 0.028 0.026
H -2.866708 4.967823 0.207171 -0.005 -0.007 0.016
H -0.470857 5.117808 -0.469539 0.038 -0.022 -0.009
H 0.694765 3.026105 -1.205736 -0.017 0.017 0.004
H -2.679688 0.761184 -0.656281 0.039 -0.011 0.035
```
Positions in Å, forces in eV/Å.

* multiplicity: 1
* E_tot: -3964.43191 hartree
* energy relative to the best compared isomer or geometry (same formula, charge and spin): 123.7 kcal per mole
* HOMO: -0.1366 Eh
* LUMO level: 2.0 eV
* total charge: -1

Atomic partial charges in e from the Löwdin method, atoms 1 to 5:
1. K 0.55
2. N 0.15
3. C -0.61
4. C -0.12
5. P 0.29

=====

No. 3
The ion C3H4N5O4 with charge -1, computed with ωB97M-V/def2-TZVPD.

```
16
Properties=species:S:1:pos:R:3:forces:R:3
C -1.369559 -0.034590 -0.022700 1.047 2.304 0.273
C -0.443273 1.220468 0.068271 -0.950 -1.232 -0.085
C -0.520040 -1.167322 -0.114872 1.047 -0.402 -0.110
N 0.827278 0.682935 0.129334 0.578 0.065 0.560
N 0.814743 -0.684297 -0.223288 0.591 -0.091 -0.691
N 1.930765 1.428132 -0.318256 -0.151 -0.114 0.046
N 1.822517 -1.465323 0.391932 -0.225 0.240 0.083
N -2.732133 -0.001462 0.017657 1.426 -0.149 -0.086
O -0.649810 2.416990 0.049229 -0.080 -0.290 -0.166
O -3.367499 -1.048980 -0.142281 -1.288 -3.517 -0.678
O -0.711375 -2.374838 -0.078712 -0.279 -0.437 0.177
O -3.302859 1.077696 0.209239 -1.100 3.687 0.751
H 2.347131 1.905338 0.481579 -0.270 -0.218 -0.233
H 1.598141 2.145009 -0.964009 -0.069 -0.093 0.147
H 2.405368 -1.858635 -0.345138 -0.313 0.110 0.170
H 1.350610 -2.241121 0.862017 0.036 0.137 -0.157
```
Positions in Å, forces in eV/Å.

* multiplicity: 3
* E_tot: -691.26142 hartree
* HOMO (alpha / beta): -0.0407 / -0.1670 Eh
* LUMO level (alpha / beta): 3.5 / 1.3 eV
* expectation value of S²: 2.015
* total charge: -1

Atomic partial charges in e from the Löwdin method, atoms 1 to 5:
1. C 0.08
2. C -0.35
3. C -0.40
4. N -0.13
5. N -0.12